No. 1
Formula: C4H8N3P
Source: OMol25
Level of theory: wB97M-V/def2-TZVPD

Values from the calculation:
F_max   4.7 eV/Å
Spin multiplicity   1
HOMO energy (spin up / spin down)   -7.860 / -7.860 eV
Lowest unoccupied orbital energy (spin up / spin down)   -1.4 / 0.2 eV
Molar mass   129.10 g/mol
Orbital gap (spin up / spin down)   6.47 / 8.06 eV
Relative energy (zero: lowest compared OMol25 entry of this formula, charge and spin)   65.95 kcal per mole
Charge   0
Electronic energy   -662.6763 a.u.

```
16
C4H8N3P | OMol25 | wB97M-V/def2-TZVPD
C 0.18200 -0.70146 -0.49993
C -0.46927 -1.20620 0.69330
C 0.12159 0.69957 -0.76731
C -0.34890 -2.71352 0.89382
N -1.10295 -0.40831 1.42141
N -0.58328 1.42929 0.07711
N 0.77483 1.27855 -1.87690
P -0.20557 3.03797 0.46132
H 0.65106 -1.44607 -1.11511
H -0.95863 -3.07327 1.66101
H -0.30523 -3.09979 -0.11929
H 0.80325 -2.87570 1.28798
H 0.80032 0.70860 -2.64784
H 0.45789 2.23028 -2.00891
H 1.10719 3.09845 0.77911
H -0.92430 3.04161 1.76023
```



No. 2
Formula: C4H8N3P
Source: OMol25
Level of theory: wB97M-V/def2-TZVPD

Values from the calculation:
F_max   4.0 eV/Å
Spin multiplicity   1
HOMO energy (spin up / spin down)   -8.107 / -7.380 eV
Lowest unoccupied orbital energy (spin up / spin down)   -0.3 / 0.0 eV
Molar mass   129.10 g/mol
Orbital gap (spin up / spin down)   7.76 / 7.35 eV
Relative energy (zero: lowest compared OMol25 entry of this formula, charge and spin)   67.88 kcal per mole
Charge   0
Electronic energy   -662.6732 a.u.

```
16
C4H8N3P | OMol25 | wB97M-V/def2-TZVPD
C -0.76129 -0.83588 0.10273
C 0.55215 -0.74750 0.67991
C -1.68698 0.27483 -0.00688
C -1.11967 1.16777 -0.99728
N -0.83520 -1.96900 -0.43113
N 0.87462 -0.98520 1.87690
N 2.48941 0.67197 0.07663
P 1.46256 -0.27593 -0.81564
H -2.54308 -0.25331 -0.44306
H -1.85882 0.79460 1.01330
H -1.37221 0.86013 -2.04801
H -0.81084 2.25211 -0.69019
H -1.70952 -2.39830 -0.95919
H 1.84107 -0.90762 2.00016
H 3.40965 1.11164 -0.18862
H 2.06815 1.23968 0.83038
```



- What is the formula in the first record?
  C4H8N3P



- Which value of electronic energy does entry 2 give?
  -662.6732 a.u.